17
Properties=species:S:1:pos:R:3:mulliken_charge:R:1 method="wB97M-V/def2-TZVPD" e_lumo_ev=0.17 total_charge=0 homo_lumo_gap_ev=8.27 e_homo_ha=-0.298 de_lowest_ev=3.4667
C 1.35319 0.23905 2.30197 -1.158
C 0.54858 -0.70701 1.38292 -0.259
C 0.33961 -0.06333 0.03166 -0.108
O 1.16109 -0.34013 -0.91187 -0.486
C -1.53999 -0.68157 -1.31966 -1.046
C -1.26503 0.22487 -2.36844 0.291
O -0.13124 0.66507 -2.72631 -0.670
H 1.47591 -0.21229 3.29343 0.344
H 2.35235 0.44104 1.90306 0.318
H 0.83922 1.19594 2.44407 0.345
H 1.08109 -1.66025 1.28775 0.306
H -0.42088 -0.90030 1.84954 0.284
H -0.13100 0.91815 0.03711 0.357
H 0.76918 0.17158 -1.80318 0.522
H -2.61033 -0.76789 -1.12760 0.321
H -1.01041 -1.62851 -1.28576 0.304
H -2.13198 0.63896 -2.91909 0.334

17
Properties=species:S:1:pos:R:3:mulliken_charge:R:1 method="wB97M-V/def2-TZVPD" e_lumo_ev=0.96 total_charge=0 homo_lumo_gap_ev=10.69 e_homo_ha=-0.358 smiles=C[C@@]1(CCO)CO1 de_lowest_ev=2.8571
C -1.16446 -1.32222 0.39809 -1.462
C -0.63694 -0.06232 -0.21705 1.429
C 0.80292 -0.18743 -0.64715 -1.191
C 1.77585 0.02245 0.61138 -0.346
O 2.07271 1.38555 0.40676 -0.571
C -1.55861 0.96079 -0.73158 -0.590
O -0.88455 1.15840 0.50869 -0.535
H -1.45103 -2.02067 -0.39543 0.304
H -0.36427 -1.78185 0.98800 0.308
H -2.01986 -1.11596 1.04044 0.419
H 0.97208 0.60499 -1.41054 0.358
H 1.03275 -1.11672 -1.16493 0.407
H 2.70115 -0.58493 0.61017 0.320
H 1.45984 -0.06823 1.69056 0.235
H 1.16800 1.74083 0.45656 0.378
H -2.63467 0.79529 -0.63848 0.275
H -1.27090 1.64085 -1.53441 0.262

17
Properties=species:S:1:pos:R:3:mulliken_charge:R:1 method="wB97M-V/def2-TZVPD" e_lumo_ev=0.92 total_charge=0 homo_lumo_gap_ev=9.59 e_homo_ha=-0.319 smiles="C=C(C)O.CC=O" de_lowest_ev=1.7572
C -1.14002 1.21289 1.49546 -0.814
C 0.17564 1.91584 1.34099 0.136
O 1.26552 1.41639 1.53465 -0.545
C 0.57627 -0.93742 -0.81276 0.785
C -0.11914 -2.22590 -1.13029 -1.079
C 0.51351 0.16245 -1.57328 -1.039
O 1.27580 -1.06693 0.34115 -0.528
H -1.82051 1.50692 0.69012 0.304
H -1.59203 1.54053 2.44141 0.351
H -1.00806 0.12885 1.51403 0.202
H -0.74315 -2.53063 -0.28302 0.271
H 0.63004 -3.01121 -1.27743 0.273
H -0.73489 -2.14531 -2.02809 0.335
H 1.08828 1.05935 -1.35839 0.334
H 0.12237 2.98114 1.04554 0.355
H -0.08719 0.15778 -2.47658 0.239
H 1.54668 -0.19644 0.68259 0.422

17
Properties=species:S:1:pos:R:3:mulliken_charge:R:1 method="wB97M-V/def2-TZVPD" e_lumo_ev=0.79 total_charge=0 homo_lumo_gap_ev=10.37 e_homo_ha=-0.352 smiles="C=C1C[C@]1(C)O.O" de_lowest_ev=3.3712
C -1.69117 -0.70853 -0.32722 -0.885
C -0.57254 -0.19195 0.16727 0.138
O -1.19126 2.00558 -0.59845 -0.764
C 0.21002 0.08503 1.38490 -0.832
C 0.88129 -0.02179 0.00545 1.080
C 1.62380 -1.26795 -0.39094 -1.410
O 1.46973 1.12581 -0.51681 -0.609
H -2.55609 -0.88218 0.30575 0.298
H -1.69542 1.15356 -0.63633 0.387
H -1.73369 -1.04093 -1.36177 0.302
H -1.40142 2.38480 0.26343 0.334
H 0.25128 1.07930 1.82986 0.242
H 0.24698 -0.73662 2.09477 0.267
H 2.66556 -1.21615 -0.06654 0.371
H 1.14619 -2.14632 0.05228 0.323
H 1.59832 -1.36681 -1.48123 0.322
H 0.74845 1.74515 -0.72442 0.436

17
Properties=species:S:1:pos:R:3:mulliken_charge:R:1 method="wB97M-V/def2-TZVPD" e_lumo_ev=0.87 total_charge=0 homo_lumo_gap_ev=10.38 e_homo_ha=-0.349 smiles=OC[C@H]1CCOC1 de_lowest_ev=1.5853
O -1.17768 1.33952 1.73793 -0.509
C -1.21420 1.15505 0.33546 -0.737
C 0.10010 0.53779 -0.12511 0.316
C 0.60548 -0.58917 0.78081 -0.670
C 1.43397 -1.43208 -0.18241 -0.430
O 0.80543 -1.32043 -1.45144 -0.395
C -0.02329 -0.16887 -1.48649 -0.607
H -2.07846 1.51483 2.03244 0.309
H -2.03956 0.48175 0.05463 0.365
H -1.38175 2.11402 -0.17977 0.324
H 0.87001 1.31760 -0.18268 0.272
H 1.18615 -0.21300 1.62689 0.354
H -0.23782 -1.16280 1.18109 0.284
H 1.46542 -2.49193 0.09195 0.291
H 2.47010 -1.06484 -0.24389 0.258
H -1.06073 -0.49115 -1.66606 0.307
H 0.27682 0.47370 -2.32336 0.268

17
Properties=species:S:1:pos:R:3:mulliken_charge:R:1 method="wB97M-V/def2-TZVPD" e_lumo_ev=0.87 total_charge=0 homo_lumo_gap_ev=10.39 e_homo_ha=-0.350 smiles="C=C1COC1.[H][H].C=O" de_lowest_ev=4.6630
O 0.30086 0.46394 2.57180 -0.411
C -0.40389 1.21283 1.94234 -0.149
C 0.96115 1.41806 -0.83030 -1.004
C 0.63332 0.13695 -0.91055 0.395
C -0.36819 -0.69556 -1.67441 -0.271
O 0.07426 -1.88122 -0.99100 -0.436
C 1.07380 -1.14664 -0.25231 -0.155
H -1.66938 -1.51187 1.54872 0.105
H -0.20463 2.30133 1.88703 0.312
H -1.29519 0.86001 1.38892 0.220
H 1.75671 1.75366 -0.16938 0.330
H 0.46003 2.17288 -1.43143 0.270
H -1.46792 -1.77345 0.87963 -0.119
H -0.20380 -0.75828 -2.75818 0.261
H -1.42704 -0.47661 -1.48116 0.236
H 0.91392 -1.19851 0.83253 0.181
H 2.08960 -1.48192 -0.49672 0.234

17
Properties=species:S:1:pos:R:3:mulliken_charge:R:1 method="wB97M-V/def2-TZVPD" e_lumo_ev=0.21 total_charge=0 homo_lumo_gap_ev=8.34 e_homo_ha=-0.299 de_lowest_ev=5.2210
C -0.57719 0.70241 0.53967 1.045
C 2.26553 -1.47597 -0.40665 -0.853
C -0.07569 1.80560 -0.32443 -1.159
C -1.30816 -0.39152 0.03150 -0.413
C -2.59928 -0.67388 -0.03330 -0.730
O 1.04699 -0.81439 -0.31290 -0.558
O -0.41015 0.77975 1.84962 -0.416
H 0.26460 1.43858 2.07132 0.377
H -0.32076 -1.04467 -0.33242 0.357
H 2.38239 -1.99862 -1.37109 0.249
H 3.10595 -0.76265 -0.34366 0.224
H 2.41900 -2.22233 0.39181 0.253
H 0.86782 2.21197 0.04627 0.432
H -0.82739 2.60582 -0.33269 0.360
H 0.07512 1.44166 -1.33560 0.284
H -2.94181 -1.61049 -0.45681 0.276
H -3.36697 0.00875 0.31933 0.272

17
Properties=species:S:1:pos:R:3:mulliken_charge:R:1 method="wB97M-V/def2-TZVPD" e_lumo_ev=0.71 total_charge=0 homo_lumo_gap_ev=9.92 e_homo_ha=-0.338 smiles="C=C(O)C(C)(C)O" de_lowest_ev=1.4063
C 1.87882 0.69361 -0.36180 -1.088
C 0.99698 -0.27639 -0.13013 0.350
O 1.29981 -1.59896 -0.32560 -0.522
C -0.44970 -0.14931 0.32595 1.751
C -0.75097 1.21929 0.91681 -1.824
C -1.36216 -0.46236 -0.86601 -1.467
O -0.68070 -1.08031 1.37723 -0.601
H 2.12291 -1.64032 -0.82930 0.318
H 2.90476 0.45153 -0.63049 0.256
H 1.62163 1.74180 -0.29200 0.230
H -0.09544 1.41359 1.77027 0.423
H -1.78848 1.23977 1.26390 0.406
H -0.61755 2.01036 0.17293 0.369
H -2.41067 -0.42281 -0.55491 0.365
H -1.14730 -1.46509 -1.24987 0.354
H -1.19962 0.25722 -1.67599 0.321
H -0.32231 -1.93161 1.08900 0.361

17
Properties=species:S:1:pos:R:3:mulliken_charge:R:1 method="wB97M-V/def2-TZVPD" e_lumo_ev="0.79 / 0.81" total_charge=0 homo_lumo_gap_ev="8.05 / 8.10" e_homo_ha="-0.267 / -0.268" de_lowest_ev=4.6358
C 1.30419 0.24710 -1.60796 -1.171
C 0.63249 0.14320 1.32764 -0.432
O 0.21811 1.32282 0.92812 -0.284
C -0.93892 1.31219 0.30343 -0.412
C -1.56409 -0.03421 0.47398 -0.489
C -0.39753 -0.91307 1.03552 0.028
O 0.00684 -1.98322 0.19371 -0.572
H 1.90919 1.15145 -1.70242 0.306
H 1.06526 -0.14913 -2.59538 0.348
H 1.87110 -0.48553 -1.02852 0.310
H 1.64467 0.07235 1.69627 0.416
H 0.35902 0.55553 -1.13053 0.272
H -1.36606 2.26878 0.04868 0.395
H -2.38311 0.01229 1.20339 0.296
H -1.96826 -0.47325 -0.44744 0.255
H -0.70151 -1.43026 1.94872 0.375
H 0.30862 -1.61705 -0.64718 0.359

17
Properties=species:S:1:pos:R:3:mulliken_charge:R:1 method="wB97M-V/def2-TZVPD" e_lumo_ev=0.82 total_charge=0 homo_lumo_gap_ev=10.55 e_homo_ha=-0.358 smiles="C=CCO.CC=O" de_lowest_ev=2.3511
O -0.09673 -1.17912 1.76422 -0.531
C 0.40340 0.14971 1.69041 -0.380
C 1.54833 0.16186 0.72341 -0.005
C -1.64624 -0.83103 -1.11414 -0.821
C -0.86028 0.18528 -1.88979 0.175
O -1.05025 1.37916 -1.83711 -0.497
C 1.74559 1.11134 -0.18593 -0.878
H -0.78645 -1.19964 2.43852 0.290
H -0.36947 0.86076 1.35918 0.272
H 0.75847 0.47416 2.68175 0.355
H 2.24734 -0.66666 0.82901 0.299
H -0.98485 -1.33925 -0.40029 0.192
H -2.44884 -0.33018 -0.56698 0.257
H -2.06017 -1.57996 -1.79556 0.369
H -0.06075 -0.23060 -2.54070 0.339
H 1.04781 1.93568 -0.31592 0.289
H 2.61309 1.09849 -0.84007 0.274

17
Properties=species:S:1:pos:R:3:mulliken_charge:R:1 method="wB97M-V/def2-TZVPD" e_lumo_ev=1.08 total_charge=0 homo_lumo_gap_ev=9.48 e_homo_ha=-0.309 de_lowest_ev=4.8088
C -2.40372 -0.81774 -0.20515 -1.155
C -1.67538 0.51125 -0.39629 -0.472
C -0.27359 0.47610 0.15443 0.238
O 0.67661 -0.22835 -0.65925 -0.543
C 0.83005 1.19217 -0.48162 -0.482
C 3.23632 -0.25835 1.20413 -0.388
O 2.85761 -1.30513 0.52610 -0.381
H -3.40209 -0.78662 -0.65280 0.341
H -1.84534 -1.63208 -0.67848 0.294
H -2.51991 -1.05820 0.85794 0.321
H -1.61841 0.76009 -1.46295 0.288
H -2.22454 1.32417 0.09607 0.290
H -0.17601 0.25279 1.21889 0.340
H 2.01622 -1.06203 0.06240 0.614
H 1.69978 1.46302 0.11403 0.302
H 0.63387 1.77075 -1.38321 0.228
H 4.18852 -0.60187 1.68575 0.166

17
Properties=species:S:1:pos:R:3:mulliken_charge:R:1 method="wB97M-V/def2-TZVPD" e_lumo_ev=0.96 total_charge=0 homo_lumo_gap_ev=10.86 e_homo_ha=-0.364 smiles=CO[C@H]1C[C@H]1CO de_lowest_ev=2.6350
C 0.36897 -0.85837 2.06075 -0.786
O -0.04247 -0.91833 0.71286 -0.385
C -0.95671 0.01292 0.21023 0.113
C -0.58835 1.45875 0.02397 -0.824
C -0.60077 0.51529 -1.15473 -0.071
C 0.74725 0.05364 -1.69544 -0.535
O 0.85201 -1.34681 -1.77765 -0.588
H -0.13679 -1.63139 2.65225 0.243
H 0.18160 0.12554 2.50318 0.336
H 1.44547 -1.05882 2.07471 0.264
H -2.00092 -0.21157 0.43243 0.339
H -1.37886 2.19876 0.12014 0.275
H 0.38852 1.79746 0.36087 0.242
H -1.40650 0.59700 -1.88098 0.379
H 0.90233 0.43876 -2.70773 0.364
H 1.54417 0.47864 -1.06294 0.206
H 0.68104 -1.65147 -0.87190 0.427

17
Properties=species:S:1:pos:R:3:mulliken_charge:R:1 method="wB97M-V/def2-TZVPD" e_lumo_ev=0.88 total_charge=0 homo_lumo_gap_ev=10.52 e_homo_ha=-0.354 smiles="C=CCC.O=CO" de_lowest_ev=1.5177
C 0.69832 0.75644 1.87965 -1.077
C 0.63592 -0.61574 1.20806 -0.220
C -0.64574 -0.85928 0.45294 -0.072
O -0.16902 1.70893 -1.30080 -0.369
C -0.76299 -1.61215 -0.63744 -0.964
C -0.01376 0.80222 -2.27753 0.202
O -0.85844 0.50006 -3.07637 -0.509
H 1.60290 0.85453 2.48850 0.337
H 0.69473 1.56236 1.13905 0.220
H -0.16120 0.90363 2.54472 0.304
H 1.49169 -0.74389 0.53197 0.258
H 0.73770 -1.39307 1.97769 0.305
H -1.53918 -0.38369 0.86397 0.311
H -1.09870 1.99242 -1.33305 0.296
H -1.71568 -1.75976 -1.13881 0.282
H 0.10006 -2.10467 -1.08433 0.317
H 1.00339 0.39166 -2.23822 0.380

17
Properties=species:S:1:pos:R:3:mulliken_charge:R:1 method="wB97M-V/def2-TZVPD" e_lumo_ev=0.82 total_charge=0 homo_lumo_gap_ev=10.30 e_homo_ha=-0.348 de_lowest_ev=2.4373
O -2.05339 -0.45258 -1.02584 -0.498
C -0.81906 -0.63037 -1.69492 -0.538
C 0.21898 0.20180 -0.96078 -0.799
C 0.24114 -0.06852 0.54431 0.216
C 1.53032 0.05264 1.37660 -0.559
O 0.86232 0.84385 2.37017 -0.423
C -0.24310 1.04891 1.47642 -0.518
H -2.71745 -0.97740 -1.48593 0.293
H -0.89519 -0.31035 -2.74647 0.366
H -0.51310 -1.68926 -1.69728 0.338
H -0.02396 1.25850 -1.12271 0.343
H 1.19788 0.00608 -1.41382 0.315
H -0.26267 -1.01428 0.76724 0.382
H 2.33529 0.61301 0.87519 0.279
H 1.93548 -0.87155 1.80436 0.270
H -1.22788 0.93586 1.94022 0.264
H -0.17573 2.04554 1.01424 0.269

17
Properties=species:S:1:pos:R:3:mulliken_charge:R:1 method="wB97M-V/def2-TZVPD" e_lumo_ev=0.99 total_charge=0 homo_lumo_gap_ev=10.96 e_homo_ha=-0.366 smiles=CO[C@H]1C[C@H]1CO de_lowest_ev=2.5404
C -0.10598 0.38118 2.21485 -0.717
O -0.50054 -0.39463 1.10209 -0.351
C -0.92986 0.31200 -0.02511 -0.031
C -0.05117 1.34046 -0.68785 -0.759
C -0.22912 -0.02626 -1.29622 -0.068
C 0.91402 -1.01147 -1.21328 -0.535
O 0.43972 -2.34024 -1.13150 -0.534
H -0.92393 1.00297 2.60441 0.290
H 0.74603 1.03015 1.96865 0.274
H 0.20225 -0.32906 2.98705 0.253
H -2.00753 0.48136 -0.06017 0.389
H -0.54252 2.18579 -1.16188 0.271
H 0.91524 1.56865 -0.24206 0.228
H -0.82743 -0.11876 -2.19925 0.355
H 1.52733 -0.94867 -2.11362 0.349
H 1.55722 -0.77681 -0.35234 0.231
H -0.18371 -2.35667 -0.39379 0.354